--- a ---
ORCA calculation (ωB97M-V with the def2-TZVPD basis set) on a single CH6N2P2 molecule.

Properties
Structure (SMILES): C/N=P/[PH2]=N
E_HOMO: -7.9 eV
LUMO energy: -0.72 eV

CARTESIAN COORDINATES (ANGSTROEM)
C -0.8355 -2.2720 0.0386
N -0.6670 -0.8888 -0.1347
N 2.0192 2.3077 -0.0244
P -0.5823 0.1165 -1.3123
P 0.5341 1.7419 0.1248
H 0.1558 -2.5369 0.4198
H -1.2918 -2.9083 -0.8194
H -1.4469 -2.3730 0.8664
H 2.0974 2.8892 -0.8308
H -0.3120 2.9217 0.3769
H 0.3289 1.0019 1.2951

=====

--- b ---
ORCA calculation (ωB97M-V with the def2-TZVPD basis set) on 2 unconnected molecules or ions with the total composition CH6N2P2.

Properties
E_HOMO (alpha / beta): -7.0 / -8.0 eV
LUMO energy (alpha / beta): -0.74 / -0.50 eV

CARTESIAN COORDINATES (ANGSTROEM)
C 2.6888 -1.4506 0.6403
N 1.3937 -1.9258 0.8903
N -1.7006 2.7382 0.4504
P -0.1080 -1.6203 0.9261
P -1.3168 1.2911 0.9535
H 3.3131 -1.8190 1.3908
H 2.8089 -0.3239 0.5963
H 3.1701 -1.8096 -0.3933
H -1.0186 3.5001 0.1714
H -2.5129 0.6242 1.3997
H -0.6764 1.4479 2.1943

=====

Winner for stability: a

=====

--- a ---
ORCA calculation (ωB97M-V with the def2-TZVPD basis set) on a molecular structure, C44H52BrN4OS4TaTe.

Properties
E_HOMO: -7.2 eV
LUMO energy: -0.60 eV

CARTESIAN COORDINATES (ANGSTROEM)
Ta -0.9392 -0.5455 -0.2867
C -2.7567 0.6549 2.8032
C -1.4616 0.2487 3.4451
C -1.0847 0.8434 4.6424
C 0.0454 0.4286 5.3274
C 0.8037 -0.6075 4.8189
C 0.4636 -1.2301 3.6185
C 1.3099 -2.4094 3.1906
C -0.6601 -0.7762 2.9077
N -1.0213 -1.3864 1.6574
C -1.4318 -2.7123 1.6900
C -1.9448 -3.3558 2.9470
C -1.5185 -3.3501 0.4902
C -1.9317 -4.7924 0.3887
N -1.2071 -2.5688 -0.6239
C -1.2472 -3.2413 -1.9001
C -0.0390 -3.7571 -2.3891
C 1.2187 -3.6770 -1.5715
C -0.0224 -4.3770 -3.6292
C -1.1858 -4.5032 -4.3766
C -2.3803 -4.0612 -3.8430
C -2.4383 -3.4520 -2.5886
C -3.7955 -3.1424 -2.0144
H -3.3082 1.3216 3.4654
H -3.3769 -0.2155 2.5852
H -2.5965 1.1767 1.8609
H -1.7009 1.6366 5.0489
H 0.3194 0.9010 6.2627
H 1.6687 -0.9671 5.3655
H 1.4404 -3.0884 4.0342
H 2.3115 -2.0931 2.8863
H 0.8666 -2.9818 2.3792
H -2.0878 -2.6205 3.7370
H -1.2634 -4.1209 3.3312
H -2.9021 -3.8407 2.7530
H -1.3881 -5.3995 1.1146
H -1.7339 -5.1976 -0.6010
H -2.9994 -4.9241 0.5908
H 1.0533 -4.0676 -0.5620
H 1.5765 -2.6490 -1.4887
H 2.0090 -4.2704 -2.0313
H 0.9133 -4.7739 -4.0062
H -1.1633 -4.9761 -5.3502
H -3.3058 -4.2107 -4.3873
H -4.4758 -3.9651 -2.2394
H -4.2147 -2.2331 -2.4444
H -3.7681 -3.0109 -0.9346
O -5.4831 4.6555 -1.4712
C -4.7093 3.7738 -1.2294
S -5.1573 2.0528 -1.1754
C -3.5652 1.4578 -0.7811
C -2.5831 2.3544 -0.6530
S -0.9482 1.9188 -0.2436
S -2.9848 4.0375 -0.8891
S -3.3032 -0.2541 -0.5539
N 2.5662 -0.8623 -0.3570
N 1.3689 -0.9227 0.4233
H 3.3692 -0.8566 0.2634
H 2.5567 0.0196 -0.8546
H 1.4712 -0.4773 1.3355
H 1.1940 -1.9061 0.6083
C 8.3960 5.3553 -0.3446
C 7.0237 4.7385 -0.3681
C 6.0408 5.2008 -1.2308
C 4.7645 4.6479 -1.2599
C 3.7633 5.2231 -2.2301
C 4.4656 3.5859 -0.3920
Te 2.5061 2.7556 -0.4679
C 5.4481 3.0926 0.4768
C 5.2212 1.9590 1.4423
C 6.7078 3.6842 0.4747
H 8.4836 6.1518 -1.0823
H 9.1627 4.6088 -0.5582
H 8.6151 5.7775 0.6375
H 6.2700 6.0208 -1.9027
H 4.2030 6.0579 -2.7744
H 2.8699 5.5777 -1.7156
H 3.4346 4.4794 -2.9574
H 4.4080 1.3120 1.1149
H 4.9631 2.3421 2.4321
H 6.1265 1.3598 1.5437
H 7.4653 3.3003 1.1512
C 1.7860 0.9134 -4.8572
C 1.2380 -0.4921 -4.5776
C 2.3855 -1.5111 -4.5731
C 0.2050 -0.8769 -5.6465
C 0.5792 -0.5050 -3.2659
C 0.0326 -0.5268 -2.1807
H 2.2546 0.9404 -5.8434
H 2.5335 1.1913 -4.1115
H 0.9851 1.6529 -4.8294
H 2.8874 -1.5090 -5.5434
H 2.0031 -2.5139 -4.3802
H 3.1175 -1.2687 -3.8009
H 0.6789 -0.8863 -6.6308
H -0.6178 -0.1613 -5.6623
H -0.2051 -1.8668 -5.4425
Br -0.0738 4.7558 5.4604
C 0.7068 4.2328 3.8162
C 0.4987 5.0033 2.6838
C 1.0552 4.5947 1.4802
C 1.8075 3.4264 1.4085
C 1.9965 2.6674 2.5568
C 1.4583 3.0733 3.7699
H -0.0985 5.9031 2.7365
H 0.8786 5.1808 0.5875
H 2.5578 1.7424 2.5197
H 1.6059 2.4802 4.6607

=====

--- b ---
ORCA calculation (ωB97M-V with the def2-TZVPD basis set) on a molecular structure, C44H52BrN4OS4TaTe.

Properties
E_HOMO: -7.2 eV
LUMO energy: -1.14 eV

CARTESIAN COORDINATES (ANGSTROEM)
Ta 0.7493 -0.2680 0.2164
C 0.4390 -2.4307 3.7103
C 1.1977 -1.1579 3.9694
C 2.1303 -1.1162 4.9990
C 2.7118 0.0800 5.3928
C 2.2971 1.2643 4.8104
C 1.3699 1.2585 3.7724
C 0.7854 2.5538 3.2882
C 0.9101 0.0309 3.2865
N 0.0493 0.0081 2.1273
C -1.3093 -0.2267 2.3626
C -1.8805 -0.2585 3.7501
C -2.0482 -0.4110 1.2510
C -3.4692 -0.8938 1.3783
N -1.3579 -0.2350 0.0360
C -2.2494 -0.2376 -1.1365
C -3.3803 0.9277 -1.1720
C -3.7229 1.7846 0.0483
C -4.6573 0.4855 -1.8184
C -4.9146 -0.7612 -2.1993
C -3.9605 -1.8404 -1.9746
C -2.7521 -1.6469 -1.4441
C -1.8548 -2.8100 -1.1549
H 1.0773 -3.2990 3.8498
H 0.0266 -2.4775 2.7068
H -0.3880 -2.5122 4.4224
H 2.3858 -2.0381 5.5123
H 3.4467 0.0928 6.1889
H 2.6875 2.2137 5.1603
H 1.1661 3.3821 3.8871
H -0.3058 2.5363 3.3822
H 1.0256 2.7512 2.2476
H -1.1332 -0.0004 4.4982
H -2.2817 -1.2432 4.0058
H -2.7016 0.4563 3.8417
H -3.4749 -1.9509 1.6661
H -4.0623 -0.8118 0.4752
H -3.9885 -0.3457 2.1658
H -2.8438 1.9814 0.6585
H -4.5162 1.3553 0.6573
H -4.0783 2.7510 -0.3258
H -5.4103 1.2580 -1.9467
H -5.8715 -1.0010 -2.6481
H -4.2709 -2.8522 -2.2137
H -2.3390 -3.7400 -1.4534
H -1.6140 -2.8755 -0.0894
H -0.9017 -2.7316 -1.6773
O 2.4952 -0.6440 -6.7643
C 2.1074 -0.5794 -5.6347
S 1.2105 0.8001 -4.9656
C 1.0306 0.1162 -3.3681
C 1.5684 -1.0815 -3.1054
S 1.6281 -1.8547 -1.5424
S 2.3821 -1.8679 -4.4260
S 0.1667 0.9824 -2.1266
N -1.0827 4.5845 1.0929
N -0.8019 3.3576 0.4197
H -0.5605 4.6587 1.9606
H -2.0674 4.5964 1.3220
H -0.5803 2.6133 1.0758
H 0.0251 3.4921 -0.1488
C 5.8544 4.1325 4.9296
C 5.0703 3.5505 3.7845
C 5.1420 2.2009 3.4741
C 4.4175 1.6433 2.4243
C 4.5380 0.1711 2.1718
C 3.5930 2.4718 1.6550
Te 2.6317 1.7434 -0.1017
C 3.5177 3.8449 1.9306
C 2.7091 4.8434 1.1372
C 4.2514 4.3515 3.0009
H 6.4294 3.3632 5.4447
H 5.1934 4.6046 5.6594
H 6.5515 4.8972 4.5816
H 5.7735 1.5496 4.0708
H 5.2402 -0.2789 2.8735
H 4.8794 -0.0351 1.1536
H 3.5750 -0.3279 2.2880
H 1.9855 4.3790 0.4711
H 3.3650 5.4645 0.5222
H 2.1720 5.5124 1.8126
H 4.1848 5.4153 3.2141
C 3.8517 -4.4973 0.0285
C 3.5886 -3.8910 1.4144
C 4.9046 -3.3689 2.0068
C 3.0002 -4.9587 2.3447
C 2.6558 -2.7635 1.2608
C 1.9493 -1.7903 1.0643
H 4.5894 -5.2992 0.1126
H 4.2311 -3.7403 -0.6590
H 2.9360 -4.9106 -0.3972
H 5.5927 -4.2068 2.1434
H 4.7350 -2.8919 2.9741
H 5.3711 -2.6430 1.3412
H 3.6639 -5.8261 2.3674
H 2.0172 -5.2843 2.0002
H 2.9061 -4.5781 3.3623
Br -3.7444 2.5444 -6.0701
C -3.0208 1.7577 -4.5092
C -3.0270 2.3982 -3.3472
C -2.4604 1.7317 -2.1385
C -1.5923 0.4909 -2.3623
C -1.7979 -0.1845 -3.6791
C -2.4622 0.4097 -4.6656
H -3.4398 3.3960 -3.2627
H -1.9230 2.4590 -1.5241
H -1.3871 -1.1782 -3.8108
H -2.6021 -0.0911 -5.6146

=====

Winner for stability: a

=====

--- a ---
ORCA calculation (ωB97M-V with the def2-TZVPD basis set) on a molecular structure, C28H54As2IrN5Si2.

Properties
Spin multiplicity: 2
E_HOMO (alpha / beta): -15.4 / -15.4 eV
Net charge: +3
LUMO energy (alpha / beta): -9.23 / -9.22 eV
<S²>: 0.75

CARTESIAN COORDINATES (ANGSTROEM)
Ir 0.6675 0.1273 0.6610
N 3.1739 -4.5069 0.5159
C 2.2123 -3.4184 0.9583
C 2.6210 -2.9128 2.3305
C 1.6275 -1.8990 2.9047
N 1.7920 -0.5308 2.3060
C 0.1821 -2.3832 2.7906
C -0.1900 -2.9022 1.4039
N -0.3252 -1.7771 0.4315
C 0.7996 -3.9660 0.9368
H 4.1252 -4.1522 0.3866
H 2.8815 -4.9175 -0.3758
H 3.2213 -5.2661 1.2030
H 2.3133 -2.6281 0.2205
H 3.6257 -2.4791 2.3052
H 2.6607 -3.7492 3.0361
H 1.8748 -1.8031 3.9632
H 2.7822 -0.3509 2.1452
H 1.5322 0.1305 3.0378
H -0.5086 -1.5924 3.0910
H 0.0428 -3.1934 3.5096
H -1.1689 -3.3823 1.4676
H -1.3261 -1.5034 0.4895
H -0.2866 -2.1333 -0.5235
H 0.5284 -4.3205 -0.0624
H 0.7156 -4.8202 1.6165
C 1.3707 3.1088 3.9661
Si 0.1998 2.7997 2.5564
C -1.0433 1.4996 3.0544
C -0.7000 4.2823 1.9054
N 1.1732 2.0546 1.1649
C 1.9824 2.7368 0.4295
C 2.3885 4.1046 0.7052
C 3.0553 4.8061 -0.2202
C 3.3680 4.2387 -1.5251
C 3.1149 2.9560 -1.8118
C 2.5150 2.0727 -0.8153
N 2.3691 0.7981 -0.9234
Si 3.0429 -0.0509 -2.3983
C 2.0299 0.4455 -3.8783
C 4.8694 0.2788 -2.5218
C 2.9154 -1.8911 -2.0857
H 0.7971 3.5052 4.8084
H 2.1613 3.8264 3.7495
H 1.8502 2.1913 4.3189
H -1.6855 1.9474 3.8197
H -0.6100 0.6099 3.5170
H -1.6999 1.1923 2.2363
H -1.4594 4.5680 2.6380
H -1.2233 4.0530 0.9744
H -0.0731 5.1559 1.7343
H 2.1378 4.5505 1.6555
H 3.3522 5.8268 -0.0178
H 3.8169 4.8840 -2.2688
H 3.3455 2.5617 -2.7896
H 1.0870 0.9247 -3.6057
H 1.7895 -0.4304 -4.4849
H 2.5719 1.1368 -4.5263
H 5.1408 1.3110 -2.7330
H 5.2736 -0.3312 -3.3343
H 5.3881 -0.0177 -1.6069
H 3.5248 -2.1342 -1.2122
H 3.3677 -2.3939 -2.9444
H 1.8965 -2.2692 -1.9740
C -1.1486 0.9921 -0.7868
As -1.7244 0.6529 -2.6661
C -1.3707 -1.2826 -2.7181
C -3.6537 0.7178 -2.3726
C -4.2641 1.5263 -3.3347
C -5.6393 1.7040 -3.3706
C -6.4271 1.0667 -2.4311
C -5.8325 0.2659 -1.4655
C -4.4545 0.0762 -1.4100
As -3.8219 -1.0964 0.0390
C -4.8581 -0.3982 1.5367
C -4.8453 -2.7060 -0.3621
H -1.4100 2.0158 -0.5182
H -0.0088 1.0075 -0.8308
H -1.6796 0.3232 -0.1178
H -1.5575 -1.6280 -3.7341
H -1.9990 -1.8560 -2.0382
H -0.3067 -1.4367 -2.5130
H -3.6532 2.0256 -4.0778
H -6.0853 2.3320 -4.1297
H -7.5021 1.1858 -2.4431
H -6.4760 -0.2224 -0.7445
H -5.9262 -0.4268 1.3344
H -4.5636 0.6308 1.7385
H -4.6535 -1.0065 2.4171
H -5.8990 -2.4654 -0.4893
H -4.7394 -3.4122 0.4607
H -4.4750 -3.1639 -1.2779

=====

--- b ---
ORCA calculation (ωB97M-V with the def2-TZVPD basis set) on a molecular structure, C28H54As2IrN5Si2.

Properties
Spin multiplicity: 2
E_HOMO (alpha / beta): -15.5 / -15.5 eV
Net charge: +3
LUMO energy (alpha / beta): -9.10 / -9.57 eV
<S²>: 0.75

CARTESIAN COORDINATES (ANGSTROEM)
Ir 0.8247 0.8945 -0.4640
N 2.2666 -2.1710 3.0709
C 2.2012 -0.8991 2.2503
C 3.5667 -0.6164 1.6453
C 3.6254 0.7410 0.9369
N 2.8838 0.7568 -0.3692
C 3.1380 1.8701 1.8384
C 1.7805 1.5986 2.4804
N 0.6916 1.7572 1.4787
C 1.7395 0.2285 3.1608
H 2.5558 -2.9714 2.5047
H 1.3511 -2.3962 3.4704
H 2.9298 -2.0863 3.8478
H 1.4678 -1.1095 1.4712
H 3.8800 -1.4185 0.9707
H 4.3130 -0.5660 2.4452
H 4.6745 0.9132 0.6887
H 3.1884 -0.0345 -0.9388
H 3.2216 1.5760 -0.8765
H 3.1080 2.8111 1.2814
H 3.8787 2.0165 2.6267
H 1.6098 2.3380 3.2652
H 0.6224 2.7577 1.2857
H -0.2123 1.5349 1.9342
H 0.7363 0.0375 3.5528
H 2.4191 0.2893 4.0175
C 2.8316 2.8216 -3.5437
Si 1.0847 2.2466 -3.2223
C 0.4353 3.4093 -1.8882
C 0.0161 2.2581 -4.7296
N 1.0285 0.5450 -2.4878
C 1.2809 -0.5161 -3.1902
C 1.7993 -0.4367 -4.5438
C 1.6836 -1.4683 -5.3955
C 1.0134 -2.6988 -5.0008
C 0.6847 -2.8977 -3.7227
C 0.9942 -1.9089 -2.6660
N 1.1333 -2.1838 -1.4333
Si 0.9496 -3.9229 -0.9003
C -0.8497 -4.4101 -1.0133
C 2.1419 -4.9236 -1.9287
C 1.5218 -4.2028 0.8574
H 2.7984 3.9126 -3.6166
H 3.2564 2.4623 -4.4802
H 3.5520 2.5902 -2.7541
H 0.0809 4.2803 -2.4527
H 1.2297 3.7934 -1.2406
H -0.4205 3.1045 -1.2839
H 0.0393 3.2570 -5.1728
H -1.0248 2.0255 -4.4965
H 0.3576 1.5579 -5.4889
H 2.2589 0.4828 -4.8666
H 2.0722 -1.3825 -6.4025
H 0.8330 -3.4615 -5.7459
H 0.2512 -3.8419 -3.4196
H -1.4591 -3.6972 -1.5693
H -1.2823 -4.4889 -0.0138
H -0.9587 -5.3876 -1.4877
H 2.1837 -4.6659 -2.9865
H 1.8613 -5.9780 -1.8590
H 3.1545 -4.8446 -1.5258
H 2.5689 -3.9384 1.0171
H 1.4674 -5.2886 0.9866
H 0.9001 -3.7777 1.6423
C -1.9321 1.1317 -0.5314
As -3.0028 -0.4716 0.0137
C -1.8738 -1.1258 1.5114
C -4.4234 0.4124 1.0011
C -5.6802 0.0450 0.5157
C -6.8436 0.5598 1.0693
C -6.7559 1.4560 2.1200
C -5.5090 1.8270 2.6077
C -4.3327 1.3208 2.0636
As -2.6466 1.9090 2.8730
C -2.9283 3.8370 2.9245
C -3.0175 1.4560 4.7370
H -2.4180 1.6235 -1.3764
H -0.9700 0.8644 -1.0767
H -1.8153 1.8621 0.2655
H -1.7137 -2.1913 1.4007
H -2.2833 -0.8864 2.4904
H -0.9122 -0.6327 1.3958
H -5.7559 -0.6549 -0.3084
H -7.8071 0.2618 0.6790
H -7.6513 1.8694 2.5644
H -5.4692 2.5270 3.4329
H -3.8608 4.0850 3.4267
H -2.9566 4.2307 1.9097
H -2.1048 4.3035 3.4638
H -3.8568 2.0378 5.1141
H -2.1435 1.6682 5.3515
H -3.2669 0.3983 4.8120

=====

Winner for stability: a